[1]
{
  "formula": "C14H44O15",
  "method": "ωB97M-V with the def2-TZVPD basis set",
  "species": ["O", "C", "C", "O", "H", "H", "H", "H", "H", "H", "O", "C", "C", "O", "H", "H", "H", "H", "H", "H", "O", "C", "C", "O", "H", "H", "H", "H", "H", "H", "O", "C", "C", "O", "H", "H", "H", "H", "H", "H", "O", "C", "C", "O", "H", "H", "H", "H", "H", "H", "O", "C", "C", "O", "H", "H", "H", "H", "H", "H", "O", "C", "C", "O", "H", "H", "H", "H", "H", "H", "O", "H", "H"],
  "positions_angstrom": [[0.644, 0.931, 0.181], [-0.667, 0.781, -0.101], [-1.490, 1.488, -1.241], [-2.892, 1.155, -0.940], [0.851, 1.860, 0.120], [-0.829, -0.215, -0.319], [-1.180, 0.929, 0.850], [-1.177, 1.112, -2.183], [-1.385, 2.548, -1.285], [-2.915, 0.357, -0.452], [0.485, -1.419, -6.682], [0.394, -1.908, -5.351], [0.067, -0.706, -4.500], [0.238, -1.075, -3.112], [0.635, -2.170, -7.226], [-0.291, -2.640, -5.156], [1.309, -2.324, -4.932], [-0.953, -0.414, -4.696], [0.797, 0.134, -4.753], [-0.233, -1.882, -3.020], [-2.633, -0.693, 1.812], [-3.303, -1.903, 1.488], [-2.207, -2.639, 0.636], [-2.818, -3.737, 0.112], [-2.124, -0.785, 2.588], [-3.731, -2.423, 2.391], [-4.113, -1.625, 0.886], [-1.325, -2.726, 1.129], [-1.969, -2.014, -0.207], [-2.220, -4.060, -0.506], [4.652, 3.094, 2.456], [3.361, 2.567, 2.667], [3.531, 2.049, 4.133], [4.709, 1.213, 4.125], [5.271, 2.307, 2.372], [2.673, 3.437, 2.674], [3.072, 1.776, 1.910], [2.693, 1.699, 4.623], [3.794, 2.936, 4.672], [4.592, 0.477, 3.421], [-3.493, -2.864, -2.862], [-4.198, -1.656, -2.704], [-5.544, -2.109, -2.234], [-5.263, -2.773, -1.057], [-3.676, -3.332, -2.081], [-3.873, -1.048, -1.866], [-4.286, -1.120, -3.622], [-6.110, -2.717, -3.050], [-6.095, -1.192, -2.008], [-6.008, -2.699, -0.452], [0.373, -0.548, 2.687], [1.614, -1.172, 2.428], [1.618, -2.424, 3.267], [2.759, -3.196, 3.087], [0.369, 0.281, 2.240], [1.639, -1.395, 1.360], [2.361, -0.461, 2.716], [0.763, -3.134, 3.025], [1.469, -2.147, 4.254], [2.640, -3.958, 3.672], [4.867, 3.822, -1.488], [3.844, 3.256, -0.716], [2.690, 4.212, -0.403], [1.638, 3.511, 0.243], [4.683, 3.685, -2.436], [3.513, 2.575, -1.334], [4.206, 2.784, 0.164], [2.339, 4.862, -1.173], [3.245, 4.955, 0.289], [1.203, 4.126, 0.847], [-0.573, 1.936, 3.352], [-1.536, 1.900, 3.213], [-0.480, 2.576, 4.064]],
  "forces_ev_per_a": [[2.417, 0.336, -0.735], [-2.834, 1.119, 0.484], [-0.231, -1.015, 2.042], [1.168, 1.980, -1.545], [0.635, 0.730, 0.115], [-0.183, -2.392, -0.424], [-0.788, 0.373, -0.199], [0.067, -0.610, -0.992], [-0.163, 0.915, 0.308], [0.196, -1.270, 0.975], [-0.234, -0.007, 0.870], [2.112, 2.589, 0.255], [1.304, 0.364, 0.523], [0.499, 1.516, -0.835], [0.200, -0.832, -1.026], [-2.455, -2.029, -0.220], [0.675, 0.109, -0.458], [-0.365, 0.476, -0.023], [-1.083, -1.053, 0.513], [-0.768, -1.136, 0.432], [-1.591, 0.997, -0.565], [2.617, -0.274, 0.784], [-4.277, 2.262, -0.442], [-1.402, -1.778, 1.026], [1.159, -0.330, 1.298], [0.795, 0.105, -0.839], [-1.164, 0.157, -1.064], [2.616, -0.973, 2.078], [0.047, 1.068, -0.311], [1.382, -1.507, -1.868], [1.293, -0.797, -1.834], [0.050, -0.277, 1.544], [1.746, 0.694, -2.396], [-1.011, -1.933, -1.067], [-1.026, 1.650, 0.433], [0.174, -0.731, -0.293], [0.081, 0.850, 0.809], [-1.844, -1.690, 0.742], [0.533, 0.482, 0.408], [0.007, 1.626, 1.908], [1.743, 1.126, -2.101], [-1.096, -1.151, 0.490], [-1.676, 1.199, -1.863], [-0.636, -1.029, 1.253], [-0.236, -1.261, 1.802], [0.829, 0.364, -0.235], [0.390, 0.398, -0.659], [0.917, 0.706, 1.476], [-0.511, -0.043, -0.188], [0.095, -0.230, -0.091], [-0.540, -1.229, 0.911], [-1.341, -0.409, -0.601], [-1.543, -1.380, -1.820], [1.256, -0.539, 0.259], [-0.010, 1.097, -0.581], [0.600, -0.093, -0.053], [1.104, 0.052, 0.102], [0.262, 1.345, -0.105], [-0.117, 0.677, 2.230], [0.388, 0.181, -0.320], [1.079, 1.191, -0.399], [-0.215, 2.495, 0.314], [2.503, 1.432, 2.400], [-0.044, 0.456, 0.078], [0.047, 0.100, 0.862], [-2.447, -4.331, -2.577], [0.500, 0.075, 0.779], [-0.275, -0.128, -1.197], [-1.250, -0.858, -0.398], [-0.013, -0.245, -0.126], [-0.710, 0.350, -0.035], [0.461, -0.082, -0.075], [0.129, 0.001, 0.055]],
  "de_lowest_kj_mol": 410.8,
  "smiles": "OCCO.OCCO.OCCO.OCCO.OCCO.OCCO.OCCO.O",
  "e_lumo_ev": 0.2,
  "total_energy_ev": -45936.6203,
  "largest_force_ev_per_a": 5.60,
  "homo_energy_ev": -9.6
}

---

[2]
{
  "formula": "C14H44O15",
  "method": "ωB97M-V with the def2-TZVPD basis set",
  "species": ["O", "C", "C", "O", "H", "H", "H", "H", "H", "H", "O", "C", "C", "O", "H", "H", "H", "H", "H", "H", "O", "C", "C", "O", "H", "H", "H", "H", "H", "H", "O", "C", "C", "O", "H", "H", "H", "H", "H", "H", "O", "C", "C", "O", "H", "H", "H", "H", "H", "H", "O", "C", "C", "O", "H", "H", "H", "H", "H", "H", "O", "C", "C", "O", "H", "H", "H", "H", "H", "H", "O", "H", "H"],
  "positions_angstrom": [[6.375, 9.706, 8.015], [7.009, 10.326, 6.862], [8.239, 9.573, 6.314], [7.942, 8.241, 6.330], [6.238, 8.755, 7.711], [6.261, 10.303, 6.053], [7.294, 11.316, 7.197], [9.195, 9.960, 6.723], [8.279, 9.882, 5.221], [8.567, 7.772, 6.931], [8.158, 9.306, 10.370], [7.846, 9.224, 11.779], [7.745, 7.842, 12.380], [6.750, 7.170, 11.700], [7.350, 9.213, 9.872], [8.612, 9.830, 12.312], [6.864, 9.733, 11.910], [7.452, 7.883, 13.464], [8.760, 7.346, 12.350], [7.157, 6.547, 11.056], [9.618, 15.592, 10.271], [8.665, 15.089, 11.249], [7.684, 16.026, 11.869], [8.290, 17.034, 12.723], [10.501, 15.402, 10.538], [8.015, 14.349, 10.714], [9.162, 14.404, 11.997], [6.964, 15.417, 12.428], [7.115, 16.395, 10.972], [8.739, 17.612, 12.112], [12.061, 7.894, 14.808], [11.606, 8.972, 13.976], [12.050, 8.908, 12.492], [11.433, 7.890, 11.765], [11.928, 7.144, 14.216], [10.505, 9.097, 14.051], [12.053, 9.930, 14.272], [13.099, 8.764, 12.400], [11.718, 9.838, 12.106], [11.951, 7.757, 10.948], [12.427, 7.782, 9.057], [11.994, 6.801, 8.113], [10.664, 6.101, 8.522], [9.535, 6.950, 8.173], [11.771, 8.462, 9.137], [11.741, 7.327, 7.166], [12.852, 6.134, 8.036], [10.537, 5.851, 9.585], [10.582, 5.283, 7.798], [9.632, 7.669, 8.799], [12.496, 14.030, 7.905], [13.455, 13.544, 8.843], [13.167, 14.004, 10.248], [13.240, 15.404, 10.362], [12.579, 15.028, 7.888], [13.428, 12.465, 8.838], [14.494, 13.852, 8.552], [13.985, 13.552, 10.828], [12.238, 13.601, 10.709], [14.133, 15.646, 10.652], [10.410, 10.005, 9.149], [10.747, 11.319, 8.890], [9.861, 12.295, 9.560], [8.523, 12.162, 9.104], [9.505, 9.876, 9.502], [11.772, 11.490, 9.290], [10.816, 11.635, 7.820], [10.155, 13.294, 9.214], [10.024, 12.260, 10.649], [8.053, 11.434, 9.568], [5.636, 13.751, 9.034], [6.465, 13.318, 9.318], [5.751, 13.959, 8.097]],
  "forces_ev_per_a": [[0.574, -1.712, -0.883], [-0.351, -0.377, 0.222], [-0.543, 2.550, -1.653], [0.860, -2.048, 0.858], [0.253, 1.596, 0.605], [0.173, 0.481, 0.298], [-0.211, 0.306, -0.304], [-0.378, -0.897, 0.392], [0.116, -0.080, 1.001], [-0.492, 0.052, -0.540], [0.419, -0.482, 0.970], [-0.164, 1.762, 0.649], [1.618, 0.178, 0.709], [-0.353, -1.952, -1.400], [-0.680, -0.089, -0.652], [-0.384, -0.382, -0.351], [0.567, -0.289, 0.075], [0.297, 0.344, -0.867], [-0.981, 0.278, -0.134], [-0.560, 0.724, 0.706], [-2.042, 0.477, 0.541], [0.723, -2.938, -0.386], [0.229, 0.828, -0.712], [-1.106, -1.115, -0.719], [0.972, -0.116, 0.544], [0.402, 0.547, 0.045], [-0.056, 1.100, -0.408], [0.309, 0.303, 0.230], [0.298, 0.572, 1.029], [0.361, 0.428, -0.167], [-0.334, 0.689, -1.082], [0.327, 0.225, -0.652], [-1.062, -0.519, 1.365], [-0.470, -1.074, -0.380], [0.116, -0.410, 0.350], [0.435, -0.203, -0.142], [-0.023, -0.347, 0.636], [1.163, 0.362, 0.268], [0.046, 1.332, -0.617], [-0.233, -0.175, 0.217], [0.639, -0.804, 0.296], [-0.961, 0.763, 0.682], [0.215, 0.468, -1.517], [0.783, -0.204, 0.640], [-0.869, 1.128, -0.256], [0.461, -0.590, 0.225], [-0.325, -0.235, -0.295], [0.542, -0.337, -0.417], [-0.134, -0.389, 0.718], [-0.487, 0.622, 0.160], [0.431, 1.353, 0.107], [-0.031, 0.685, -0.465], [1.101, -0.937, 0.694], [-0.075, 0.657, 0.187], [-0.190, -1.691, 0.113], [-0.029, -0.316, -0.292], [-0.717, -0.130, 0.236], [-0.184, -0.028, 0.244], [0.246, 0.479, -0.654], [-0.481, -0.048, -0.153], [0.026, -1.534, -0.232], [1.574, 1.166, -0.433], [-0.043, 1.129, -0.100], [-0.946, -0.528, 0.831], [0.249, 0.252, 0.017], [-0.512, -0.179, -0.202], [-0.271, -0.864, 0.350], [0.067, -0.137, 0.254], [-0.645, -0.115, -0.033], [0.598, 0.436, -0.340], [0.413, -0.176, 0.134], [-0.402, 0.312, -0.472], [0.120, -0.135, 0.306]],
  "de_lowest_kj_mol": 83.7,
  "smiles": "OCCO.OCCO.OCCO.OCCO.OCCO.OCCO.OCCO.O",
  "e_lumo_ev": 0.3,
  "total_energy_ev": -45940.0111,
  "largest_force_ev_per_a": 3.09,
  "homo_energy_ev": -10.0
}

---

[3]
{
  "formula": "C14H45F3N20O12",
  "method": "ωB97M-V with the def2-TZVPD basis set",
  "species": ["C", "C", "O", "C", "O", "C", "F", "F", "F", "H", "H", "H", "H", "H", "N", "C", "N", "O", "H", "H", "H", "H", "N", "C", "N", "O", "H", "H", "H", "H", "N", "C", "N", "O", "H", "H", "H", "H", "N", "C", "N", "O", "H", "H", "H", "H", "N", "C", "N", "O", "H", "H", "H", "H", "N", "C", "N", "O", "H", "H", "H", "H", "N", "C", "N", "O", "H", "H", "H", "H", "N", "C", "N", "O", "H", "H", "H", "H", "N", "C", "N", "O", "H", "H", "H", "H", "N", "C", "N", "O", "H", "H", "H", "H"],
  "positions_angstrom": [[16.919, 8.453, 10.947], [15.895, 9.593, 10.630], [15.448, 9.287, 9.266], [15.911, 10.130, 8.359], [16.514, 11.139, 8.565], [15.500, 9.695, 6.961], [14.306, 10.177, 6.644], [16.370, 10.112, 5.984], [15.513, 8.344, 6.951], [17.373, 8.696, 11.893], [17.672, 8.444, 10.218], [16.483, 7.469, 10.951], [16.144, 10.629, 10.656], [15.032, 9.398, 11.229], [7.594, 12.893, 9.302], [7.679, 12.200, 10.469], [8.845, 11.486, 10.667], [6.783, 12.235, 11.268], [8.355, 12.797, 8.670], [6.672, 13.080, 8.888], [9.326, 11.623, 11.554], [9.496, 11.636, 9.884], [12.356, 16.667, 9.406], [12.003, 15.363, 9.070], [10.824, 14.894, 9.460], [12.797, 14.636, 8.500], [11.848, 17.078, 10.167], [13.344, 16.864, 9.423], [10.115, 15.431, 9.963], [10.649, 13.915, 9.194], [16.191, 15.768, 12.188], [15.217, 15.192, 11.419], [15.328, 15.314, 9.957], [14.196, 14.714, 11.843], [16.962, 16.158, 11.688], [16.044, 15.810, 13.255], [16.128, 14.903, 9.554], [14.572, 14.903, 9.462], [14.824, 16.216, 16.778], [14.834, 16.059, 15.383], [13.625, 15.647, 14.922], [15.943, 16.172, 14.782], [15.771, 16.466, 17.088], [14.094, 16.665, 17.373], [13.536, 15.381, 13.961], [12.990, 15.538, 15.696], [13.911, 12.818, 16.905], [12.617, 12.393, 16.584], [11.845, 11.931, 17.544], [12.299, 12.242, 15.400], [14.473, 13.002, 16.135], [13.984, 13.510, 17.642], [10.836, 12.082, 17.486], [12.219, 11.885, 18.528], [10.221, 14.656, 15.506], [10.577, 15.166, 16.771], [9.617, 15.625, 17.611], [11.754, 15.412, 16.977], [9.238, 14.441, 15.336], [10.813, 13.969, 15.040], [8.909, 15.040, 17.784], [9.986, 16.002, 18.473], [11.603, 12.882, 6.394], [11.064, 11.881, 7.191], [11.150, 10.557, 6.770], [10.462, 12.200, 8.242], [11.746, 13.743, 6.833], [12.347, 12.651, 5.763], [10.653, 9.977, 7.462], [11.932, 10.119, 6.296], [13.348, 8.031, 11.740], [12.381, 7.138, 11.364], [11.124, 7.576, 11.216], [12.644, 6.006, 11.071], [14.248, 7.673, 12.064], [12.893, 8.914, 12.002], [10.769, 8.482, 11.562], [10.484, 6.837, 10.984], [9.681, 10.417, 15.085], [8.949, 11.515, 15.484], [7.804, 11.797, 14.752], [9.306, 12.169, 16.459], [9.954, 10.433, 14.094], [10.457, 10.186, 15.688], [7.091, 12.452, 15.204], [7.544, 11.321, 13.882], [12.637, 12.332, 10.582], [12.436, 11.633, 11.726], [13.217, 12.020, 12.841], [11.557, 10.729, 11.806], [13.227, 13.149, 10.597], [12.028, 12.166, 9.802], [13.539, 12.976, 12.655], [13.062, 11.739, 13.815]],
  "forces_ev_per_a": [[-0.929, 2.028, 0.562], [-0.107, -2.640, -0.489], [0.099, 0.530, -0.236], [-0.314, 0.275, 0.679], [0.432, 0.471, -0.267], [1.593, -0.953, -0.969], [-0.482, -0.162, -0.118], [-0.882, -0.305, 1.244], [-0.507, 0.660, -0.626], [0.240, -0.221, 0.505], [1.245, 0.082, -1.078], [-0.547, -0.184, 0.138], [0.826, 0.399, 0.328], [-0.526, 0.337, 0.204], [-0.687, 0.334, -1.010], [0.266, 0.018, 0.171], [0.935, 0.586, -0.955], [-1.166, -0.144, 1.457], [0.406, -0.058, -0.686], [0.844, -0.204, 0.689], [-0.365, -0.270, -0.175], [-0.124, -0.450, 0.689], [-0.763, -0.466, -0.149], [1.012, 1.435, 1.219], [-1.727, -0.383, 0.360], [0.883, -0.757, -1.114], [-0.067, 0.147, 0.107], [0.107, -0.198, -0.134], [0.585, -0.397, -0.456], [-0.161, 0.738, 0.161], [-1.608, -1.306, -0.568], [1.806, 1.549, -2.231], [0.501, 0.680, 2.349], [-1.797, -0.792, 1.362], [0.317, 0.310, 0.162], [0.527, 0.175, -1.262], [1.540, -0.154, -0.199], [-1.258, -0.434, -0.047], [1.143, 0.898, 0.853], [0.631, -0.323, 0.415], [2.315, 1.066, 0.212], [-2.314, -0.293, 0.985], [-0.777, -0.067, -0.180], [0.507, -0.757, -1.424], [-0.344, -0.182, -0.339], [-1.190, -0.504, -0.403], [-1.908, -0.415, 2.012], [2.284, -0.305, -1.992], [-0.537, -0.088, 4.307], [-0.251, 0.591, 0.030], [0.884, 0.502, -1.562], [0.033, -0.194, -0.149], [0.170, -0.412, -0.596], [-0.485, 0.312, -1.772], [-1.094, 0.287, 1.045], [0.628, 0.026, -3.010], [2.216, 2.014, -0.067], [0.993, -0.127, 0.868], [0.459, 0.130, 0.349], [0.292, 0.317, 0.685], [-3.554, -2.592, 0.452], [0.236, 0.062, -0.236], [-0.592, -2.597, -0.147], [0.804, 0.729, -0.436], [-1.092, 0.635, 1.515], [0.218, -0.612, -0.988], [0.225, 1.335, 1.089], [0.023, -0.298, -0.296], [0.694, 0.177, -0.729], [-0.165, 0.568, 0.075], [-1.184, 0.929, 0.266], [1.148, 0.169, -0.218], [-1.665, 1.768, 0.425], [0.737, -2.398, -0.286], [-0.941, 0.351, -0.043], [1.269, -0.103, 0.313], [0.486, -0.871, -0.430], [-0.122, 0.200, 0.041], [-0.158, -0.142, -1.281], [-0.151, -0.259, -0.283], [-0.628, 1.169, 1.014], [-1.226, 0.156, 0.454], [-0.195, -0.304, 0.547], [0.072, 0.502, -0.094], [1.755, -1.406, -1.186], [0.171, 0.254, 0.766], [0.375, -0.274, 0.632], [-0.887, -0.695, 2.274], [-0.331, 0.388, -2.712], [1.212, 0.654, -0.150], [-0.015, 0.086, -0.116], [-0.082, -0.047, -0.060], [0.319, -0.529, 0.816], [-0.558, 0.239, -0.871]],
  "smiles": "CCOC(=O)C(F)(F)F.NC(N)=O.NC(N)=O.NC(N)=O.NC(N)=O.NC(N)=O.NC(N)=O.NC(N)=O.NC(N)=O.NC(N)=O.NC(N)=O",
  "e_lumo_ev": 0.3,
  "total_energy_ev": -77783.8591,
  "largest_force_ev_per_a": 4.42,
  "homo_energy_ev": -9.3
}